3 unconnected molecules or ions with the total composition C22H22F16N2O3. Source: the OMol25 dataset; level of theory: the ωB97M-V functional and the def2-TZVPD basis.

Bonds (Å) are listed after each position.
Geometry (Å):
1 F 0.1842 9.4435 -0.2353  C23 1.356
2 F 2.7515 5.3456 3.6791  C31 1.366
3 F -0.7842 6.8029 -0.4251  C35 1.355
4 F 2.0235 -2.1007 1.1408  C22 1.357
5 F 1.9413 -6.1398 -1.2697  C37 1.355
6 F 2.9169 -5.6611 1.3796  C38 1.345
7 F 3.7046 -7.4240 0.4043  C38 1.359
8 F 1.1837 8.4602 3.0597  C41 1.346
9 F 2.7898 7.9839 4.4288  C41 1.359
10 F -0.4915 7.4763 1.6013  C35 1.347
11 F -0.6187 -3.0763 1.2045  C24 1.353
12 F 1.2324 -8.0759 -0.5883  C37 1.367
13 F 0.8344 -4.4679 1.9770  C24 1.348
14 F 2.5629 -3.7014 -0.2265  C22 1.351
15 F 1.9872 8.6964 0.7173  C23 1.350
16 F 3.1897 6.6934 2.0343  C31 1.355
17 O -0.0799 -4.8072 -0.0559  C24 1.414, C28 1.434
18 O 1.4246 2.3141 0.3638  C29 1.469, C30 1.453
19 O 0.9617 6.0193 0.6787  C35 1.414, C43 1.437
20 N -0.1215 -0.9426 -2.6514  C25 1.440, C33 1.428
21 N -1.4655 0.4666 -0.1263  C34 1.439, C42 1.427
22 C 1.5218 -2.9676 0.2255  F4 1.357, F14 1.351, C24 1.533, H58 1.094
23 C 0.9693 8.3463 -0.0980  F1 1.356, F15 1.350, C35 1.532, H44 1.093
24 C 0.4334 -3.8486 0.8484  F11 1.353, F13 1.348, O17 1.414, C22 1.533
25 C -1.2461 -1.4680 -1.9211  N20 1.440, C34 1.547, C39 1.590
26 C -3.7488 -2.8307 -0.4683  C32 1.595, C36 1.540, H63 1.151
27 C -5.2190 -4.3620 -2.9040  C40 1.637, H50 1.159, H56 1.142, H57 1.159
28 C 0.1419 -6.1884 0.2585  O17 1.434, C37 1.543, H51 1.094, H62 1.094
29 C 2.5783 2.2358 -0.5419  O18 1.469, H52 1.149, H59 1.158, H65 1.147
30 C 0.1940 2.4437 -0.3972  O18 1.453, C42 1.621, H53 1.144, H55 1.158
31 C 2.1986 6.2977 2.8697  F2 1.366, F16 1.355, C41 1.529, C43 1.543
32 C -3.0796 -3.4840 -1.7607  C26 1.595, C39 1.545, C40 1.626
33 C 0.2935 0.3053 -2.0959  N20 1.428, C42 1.557, H46 1.150
34 C -1.8902 -0.7876 -0.6897  N21 1.439, C25 1.547, C36 1.605
35 C 0.1671 7.1692 0.4670  F3 1.355, F10 1.347, O19 1.414, C23 1.532
36 C -3.1336 -1.5083 0.0245  C26 1.540, C34 1.605, H64 1.154
37 C 1.4916 -6.7986 -0.1747  F5 1.355, F12 1.367, C28 1.543, C38 1.529
38 C 2.5693 -6.8722 0.9077  F6 1.345, F7 1.359, C37 1.529, H60 1.094
39 C -1.8568 -2.8379 -2.4499  C25 1.590, C32 1.545, H47 1.153
40 C -3.7932 -4.8544 -2.2692  C27 1.637, C32 1.626, H49 1.148, H61 1.145
41 C 1.7339 7.4509 3.7599  F8 1.346, F9 1.359, C31 1.529, H54 1.094
42 C -0.3750 1.0027 -0.8752  N21 1.427, C30 1.621, C33 1.557
43 C 1.0982 5.5970 2.0454  O19 1.437, C31 1.543, H45 1.094, H48 1.095
44 H 1.3912 8.0968 -1.0754  C23 1.093
45 H 0.1355 5.5736 2.5635  C43 1.094
46 H 1.1851 0.8391 -2.5894  C33 1.150
47 H -1.4296 -3.3965 -3.3639  C39 1.153
48 H 1.3926 4.5449 1.9714  C43 1.095
49 H -3.9388 -5.6018 -1.4105  C40 1.148
50 H -4.9315 -3.5802 -3.7101  C27 1.159
51 H -0.6253 -6.7143 -0.3180  C28 1.094
52 H 3.4408 2.9147 -0.2015  C29 1.149
53 H 0.3095 3.1821 -1.2639  C30 1.144
54 H 1.0098 7.1071 4.5042  C41 1.094
55 H -0.6164 2.8908 0.2993  C30 1.158
56 H -5.8391 -5.2246 -3.3221  C27 1.142
57 H -5.8075 -3.7551 -2.1107  C27 1.159
58 H 1.1239 -2.3931 -0.6157  C22 1.094
59 H 2.9575 1.1437 -0.4821  C29 1.158
60 H 2.2432 -7.4933 1.7470  C38 1.094
61 H -3.1415 -5.2473 -3.1249  C40 1.145
62 H -0.0991 -6.4095 1.3021  C28 1.094
63 H -4.6533 -3.3499 0.0185  C26 1.151
64 H -3.6056 -1.0068 0.9506  C36 1.154
65 H 2.3230 2.5336 -1.6200  C29 1.147

Summary:
DFT total energy   -75766.3794 eV
Structure (SMILES)   FC(F)C(F)(F)COC(F)(F)C(F)F.FC(F)C(F)(F)COC(F)(F)C(F)F.CCc1ccc2nc(COC)cnc2c1
Spin multiplicity   1
LUMO energy   -0.929 eV
Kohn-Sham gap   7.742 eV